No. 1
53
Properties=species:S:1:pos:R:3 method="wB97M-V/def2-TZVPD" homo_energy_ev="-4.4 / -4.4" spin_multiplicity=6 total_charge=0
C -0.8313 3.8364 -1.1787
C -1.0079 2.5279 -0.6659
N -0.0826 2.0482 0.2679
C 0.9257 2.8567 0.6806
C 1.0563 4.1753 0.2577
C 0.1780 4.6632 -0.7168
C -2.1031 1.7367 -1.0819
P -2.5869 0.1805 -0.3763
Dy -0.3311 -0.1256 1.1950
P 2.3034 0.5139 1.6470
C 1.8877 2.3358 1.7399
C -0.1950 -2.7070 0.2928
C -1.2074 -3.2997 1.0891
C -1.0227 -4.5760 1.6490
C 0.1842 -5.2602 1.4394
C 1.2106 -4.6554 0.7089
C 1.0576 -3.3680 0.1935
O -0.8371 1.5688 -5.1832
O 0.9912 -1.7085 -2.2562
H -1.5201 4.1520 -1.9597
H 1.8451 4.7903 0.6966
H 0.3071 5.6759 -1.0973
C -4.1920 0.5573 0.4262
C -3.1526 -0.7918 -1.8272
H 2.8464 2.8696 1.6527
H 1.4541 2.5362 2.7394
H -1.2437 1.3658 -6.0251
H -2.6454 2.0968 -1.9677
C 3.0800 0.2500 3.2763
C 3.7614 0.6080 0.5539
H -2.1589 -2.7588 1.1968
H -1.8333 -5.0305 2.2211
H 0.3130 -6.2652 1.8443
H 2.1369 -5.2185 0.5318
H 1.9203 -2.8981 -0.2917
H 0.2838 -1.7045 -1.1123
H 0.5231 -1.1243 -2.8913
H 1.7958 -1.2425 -1.9918
H 0.0860 1.7569 -5.4285
H -0.6073 -1.8707 -0.4704
H -4.9527 0.7392 -0.3501
H -4.5020 -0.2808 1.0689
H -4.0885 1.4638 1.0391
H -4.1258 -0.4226 -2.1841
H -2.4282 -0.7132 -2.6477
H -3.2490 -1.8392 -1.5089
H 4.5954 1.1084 1.0733
H 4.0628 -0.4166 0.2910
H 3.5195 1.1613 -0.3655
H 4.0178 0.8192 3.3656
H 2.3882 0.5398 4.0800
H 3.2974 -0.8229 3.3738
F -1.1240 0.1668 2.9869

***

No. 2
52
Properties=species:S:1:pos:R:3 method="wB97M-V/def2-TZVPD" homo_energy_ev=-14.4 total_charge=+2
C 5.5381 -1.4014 -1.0995
C 4.7625 -0.6748 -1.6484
C 3.7522 0.1357 -2.3166
C 3.1064 1.2319 -1.4292
C 3.1224 0.9661 0.0717
C 2.0867 -0.0359 0.6359
C 1.6187 -1.1581 -0.2813
C 0.4925 -0.8027 -1.2619
C -0.4737 -1.9909 -1.3628
C -1.4039 -2.0009 -0.1657
C -2.2237 -0.7636 0.1837
C -3.3919 -0.5697 -0.7951
C -3.8436 0.8854 -0.9090
C -4.0016 1.6510 0.4135
C -4.7497 0.8891 1.5221
O 2.8259 -0.7844 1.6810
C 2.8631 -0.0265 2.7960
O 3.6709 -0.0376 3.6455
O 1.7206 0.7411 2.8057
C 0.9996 0.5246 1.5830
P 0.1694 2.1630 1.2817
S -0.0556 2.7006 -0.5707
H 6.3495 -2.0582 -0.8657
H 4.2323 0.6272 -3.1643
H 2.9883 -0.5040 -2.7590
H 2.0972 1.4090 -1.7921
H 3.6355 2.1690 -1.5869
H 4.1015 0.6532 0.4186
H 2.9223 1.9275 0.5563
H 2.4692 -1.6151 -0.7813
H 1.2573 -1.9244 0.4204
H -0.0602 0.0725 -0.9365
H 0.8938 -0.5937 -2.2497
H -1.0582 -2.0037 -2.2806
H 0.1168 -2.9096 -1.3537
H -0.7569 -2.1985 0.7537
H -2.1197 -2.8351 -0.2726
H -1.6139 0.1322 0.2725
H -2.6780 -0.9228 1.1907
H -4.2139 -1.2194 -0.4954
H -3.0891 -0.9170 -1.7836
H -3.1770 1.4436 -1.5636
H -4.8223 0.8780 -1.3897
H -3.0359 2.0244 0.7577
H -4.5827 2.5413 0.1801
H -5.3896 1.5490 2.0962
H -5.3288 0.0661 1.1083
H -4.0352 0.4587 2.2306
H 0.2608 -0.2548 1.8701
H -1.0857 1.9731 1.8924
H 0.8264 3.1148 2.0707
Pb -1.2704 -2.8395 2.5166

***

No. 3
39
Properties=species:S:1:pos:R:3 method="wB97M-V/def2-TZVPD" homo_energy_ev="-5.7 / -6.4" spin_multiplicity=5 total_charge=-1
Fe -2.0837 1.1769 2.0181
O -1.9563 0.5174 4.1258
Cl -2.3746 1.7824 4.7828
O -3.3578 1.5220 5.7803
O -2.9644 2.5458 3.6569
O -1.2396 2.4635 5.3063
S -0.0290 2.0955 2.0999
C -0.3948 3.0090 0.6838
S -2.0366 2.6108 0.2927
C 0.4022 3.8789 0.0208
C -0.0897 4.5727 -1.1341
N -0.5076 5.1114 -2.0602
C 1.7418 4.1304 0.4654
N 2.8110 4.3289 0.8391
I -4.7453 0.6499 1.7184
C -4.9424 0.7231 -0.3902
I -3.9428 -0.8043 -1.4453
H -4.5513 1.6834 -0.7031
H -6.0027 0.6392 -0.5887
F 2.3900 -4.1605 0.4321
C 2.1052 -3.1338 -0.3776
C 2.7685 -3.0695 -1.5680
F 3.6576 -4.0295 -1.8351
C 2.5343 -2.0570 -2.5327
C 1.5615 -1.1068 -2.1334
C 0.9049 -1.1749 -0.9394
F 0.0345 -0.1913 -0.6476
C 1.1210 -2.1959 0.0077
C 0.4183 -2.2623 1.2438
C -0.7129 -1.4846 1.4881
N -1.6517 -0.8376 1.6971
C 0.7689 -3.1359 2.3193
N 1.0044 -3.8132 3.2206
F 1.2783 -0.0809 -2.9393
C 3.1998 -2.0047 -3.7754
C 4.2221 -2.9234 -4.1583
N 5.0582 -3.6230 -4.5306
C 2.9011 -1.0423 -4.7868
N 2.6995 -0.3099 -5.6527

***

What did the first record say?
53
Properties=species:S:1:pos:R:3 method="wB97M-V/def2-TZVPD" homo_energy_ev="-4.4 / -4.4" spin_multiplicity=6 total_charge=0
C -0.8313 3.8364 -1.1787
C -1.0079 2.5279 -0.6659
N -0.0826 2.0482 0.2679
C 0.9257 2.8567 0.6806
C 1.0563 4.1753 0.2577
C 0.1780 4.6632 -0.7168
C -2.1031 1.7367 -1.0819
P -2.5869 0.1805 -0.3763
Dy -0.3311 -0.1256 1.1950
P 2.3034 0.5139 1.6470
C 1.8877 2.3358 1.7399
C -0.1950 -2.7070 0.2928
C -1.2074 -3.2997 1.0891
C -1.0227 -4.5760 1.6490
C 0.1842 -5.2602 1.4394
C 1.2106 -4.6554 0.7089
C 1.0576 -3.3680 0.1935
O -0.8371 1.5688 -5.1832
O 0.9912 -1.7085 -2.2562
H -1.5201 4.1520 -1.9597
H 1.8451 4.7903 0.6966
H 0.3071 5.6759 -1.0973
C -4.1920 0.5573 0.4262
C -3.1526 -0.7918 -1.8272
H 2.8464 2.8696 1.6527
H 1.4541 2.5362 2.7394
H -1.2437 1.3658 -6.0251
H -2.6454 2.0968 -1.9677
C 3.0800 0.2500 3.2763
C 3.7614 0.6080 0.5539
H -2.1589 -2.7588 1.1968
H -1.8333 -5.0305 2.2211
H 0.3130 -6.2652 1.8443
H 2.1369 -5.2185 0.5318
H 1.9203 -2.8981 -0.2917
H 0.2838 -1.7045 -1.1123
H 0.5231 -1.1243 -2.8913
H 1.7958 -1.2425 -1.9918
H 0.0860 1.7569 -5.4285
H -0.6073 -1.8707 -0.4704
H -4.9527 0.7392 -0.3501
H -4.5020 -0.2808 1.0689
H -4.0885 1.4638 1.0391
H -4.1258 -0.4226 -2.1841
H -2.4282 -0.7132 -2.6477
H -3.2490 -1.8392 -1.5089
H 4.5954 1.1084 1.0733
H 4.0628 -0.4166 0.2910
H 3.5195 1.1613 -0.3655
H 4.0178 0.8192 3.3656
H 2.3882 0.5398 4.0800
H 3.2974 -0.8229 3.3738
F -1.1240 0.1668 2.9869